# 1
56
Properties=species:S:1:pos:R:3:forces:R:3 method="wB97M-V/def2-TZVPD" smiles=c1ccccc1.c1ccccc1.c1ccccc1.c1ccccc1.N[PH4] e_homo_ev=-9.10 max_force_ha_per_bohr=0.0033 charge=0 e_tot_ev=-36151.1805 gap_ev=9.847
C -3.935 -0.673 -2.416 0.008 0.001 0.000
C -2.950 0.100 -3.016 -0.005 -0.008 0.003
C -1.775 -0.493 -3.456 0.016 0.010 -0.029
C -1.585 -1.860 -3.302 -0.011 -0.002 0.029
C -2.571 -2.633 -2.705 -0.009 -0.010 0.004
C -3.746 -2.040 -2.261 0.008 0.011 -0.007
H -4.851 -0.211 -2.071 0.002 -0.001 -0.001
H -3.102 1.165 -3.142 0.002 -0.003 -0.001
H -1.005 0.109 -3.922 -0.006 -0.007 -0.012
H -0.667 -2.321 -3.646 -0.004 -0.001 -0.007
H -2.428 -3.699 -2.587 -0.019 0.001 -0.004
H -4.513 -2.644 -1.795 0.001 0.002 -0.001
C 2.755 4.902 2.599 -0.004 0.011 0.021
C 1.947 5.833 3.237 0.008 -0.010 0.002
C 0.617 5.968 2.863 0.008 -0.009 0.010
C 0.095 5.168 1.855 -0.010 -0.004 -0.014
C 0.900 4.236 1.213 0.007 0.014 0.041
C 2.232 4.109 1.587 0.005 -0.018 -0.006
H 3.788 4.785 2.903 0.005 0.012 -0.020
H 2.351 6.442 4.036 0.002 0.018 -0.019
H -0.015 6.691 3.363 0.001 0.000 -0.004
H -0.944 5.269 1.567 0.002 -0.002 0.006
H 0.488 3.607 0.432 -0.010 0.013 0.014
H 2.866 3.383 1.091 -0.003 0.001 0.002
C -1.376 -7.275 -5.006 0.001 0.000 0.005
C -1.230 -8.471 -4.316 0.001 0.006 0.003
C -0.846 -8.462 -2.982 -0.006 0.004 -0.001
C -0.605 -7.256 -2.337 -0.011 -0.011 -0.022
C -0.749 -6.061 -3.028 0.020 0.018 0.021
C -1.135 -6.069 -4.362 -0.010 0.002 0.005
H -1.677 -7.283 -6.045 0.000 0.000 0.002
H -1.418 -9.411 -4.818 0.001 0.002 0.001
H -0.734 -9.395 -2.445 0.000 0.003 -0.001
H -0.307 -7.248 -1.296 0.006 -0.001 -0.004
H -0.557 -5.122 -2.525 0.015 -0.006 -0.001
H -1.251 -5.136 -4.898 0.001 -0.002 -0.001
C 2.165 1.698 7.369 0.003 0.000 -0.004
C 1.577 2.713 6.624 0.004 -0.003 -0.005
C 1.667 2.700 5.239 -0.019 -0.012 -0.012
C 2.345 1.671 4.599 -0.002 0.012 0.001
C 2.931 0.656 5.342 -0.002 0.004 0.004
C 2.842 0.670 6.728 -0.002 0.003 -0.004
H 2.095 1.709 8.449 0.000 -0.001 -0.002
H 1.049 3.514 7.125 -0.001 -0.003 -0.001
H 1.214 3.491 4.654 -0.002 -0.007 0.004
H 2.413 1.668 3.518 0.001 -0.007 0.003
H 3.459 -0.146 4.842 -0.001 0.002 0.001
H 3.300 -0.121 7.308 -0.001 0.002 -0.001
N -0.092 2.121 -1.501 -0.075 -0.087 -0.034
P 0.188 3.139 -2.932 -0.008 0.040 0.165
H 0.706 1.559 -1.217 0.033 0.057 -0.029
H -0.890 1.496 -1.584 -0.003 0.037 0.003
H 0.498 2.085 -3.822 0.033 0.011 -0.011
H 1.241 3.758 -2.220 0.072 -0.033 -0.092
H -1.164 3.541 -2.856 -0.030 -0.042 -0.034
H 0.393 4.076 -4.035 -0.012 -0.007 0.029

---

# 2
64
Properties=species:S:1:pos:R:3:forces:R:3 method="wB97M-V/def2-TZVPD" smiles="CCc1ccc(-c2cc3c(=O)n(CC(=O)NCCN4CCCC[C@@H]4C)nc(C)n3n2)cc1" e_homo_ev=-8.35 de_lowest_ev=1.771 max_force_ha_per_bohr=0.0260 charge=0 e_tot_ev=-38443.8464 gap_ev=8.647
C 8.890 1.694 -0.647 -0.034 0.165 0.113
C 7.750 2.341 0.142 0.120 -0.135 -0.126
C 6.512 1.495 0.060 -0.056 0.116 0.067
C 5.599 1.672 -0.972 0.078 0.025 0.050
C 4.479 0.872 -1.077 -0.096 -0.226 0.139
C 4.243 -0.135 -0.143 0.532 0.298 0.129
C 3.068 -0.985 -0.224 -0.814 -0.500 -0.149
C 2.042 -0.972 -1.194 -0.252 -0.351 0.175
C 1.171 -1.967 -0.806 0.647 0.376 0.169
C -0.082 -2.475 -1.320 -0.340 -0.348 -0.002
O -0.652 -2.062 -2.321 0.267 0.130 -0.150
N -0.604 -3.498 -0.560 0.290 0.512 -0.449
C -1.877 -4.096 -0.917 -0.466 -0.037 -0.015
C -3.046 -3.192 -0.470 0.369 -0.413 -0.379
O -3.708 -3.434 0.516 -0.152 -0.113 0.394
N -3.240 -2.147 -1.291 -0.056 0.445 -0.319
C -4.145 -1.070 -0.966 -0.029 0.167 0.227
C -3.363 0.131 -0.417 -0.082 -0.111 -0.119
N -4.143 1.352 -0.401 0.164 -0.040 -0.099
C -3.312 2.508 -0.113 0.008 0.212 -0.198
C -4.080 3.800 -0.367 0.119 -0.053 0.280
C -5.344 3.830 0.481 -0.038 -0.043 -0.246
C -6.162 2.582 0.175 0.051 -0.097 0.126
C -5.358 1.296 0.406 -0.381 0.003 0.063
C -5.141 1.022 1.902 0.053 -0.010 -0.362
N -0.038 -4.002 0.549 0.291 -0.437 0.840
C 1.067 -3.539 0.998 -0.240 -0.364 0.204
C 1.699 -4.091 2.222 0.055 0.042 0.001
N 1.701 -2.511 0.343 -0.546 0.503 -1.109
N 2.833 -1.927 0.691 0.607 0.057 0.507
C 5.160 -0.317 0.893 -0.151 -0.025 -0.141
C 6.277 0.487 0.989 0.010 0.063 -0.055
H 8.612 1.585 -1.693 0.012 -0.039 -0.102
H 9.114 0.707 -0.248 0.048 -0.100 -0.003
H 9.788 2.305 -0.588 0.127 0.010 -0.037
H 8.053 2.454 1.185 -0.046 0.080 -0.008
H 7.548 3.334 -0.265 -0.012 0.021 0.090
H 5.768 2.451 -1.703 0.016 0.089 -0.067
H 3.783 1.034 -1.886 -0.083 0.020 -0.088
H 1.940 -0.341 -2.051 -0.057 0.126 -0.196
H -1.946 -5.047 -0.390 -0.002 0.173 -0.104
H -1.909 -4.240 -2.000 0.037 -0.021 0.096
H -2.544 -1.969 -2.010 -0.067 -0.197 0.186
H -4.685 -0.768 -1.866 -0.045 0.015 0.083
H -4.846 -1.459 -0.226 -0.027 0.070 -0.136
H -2.951 -0.132 0.573 0.022 -0.019 -0.066
H -2.514 0.305 -1.088 -0.016 -0.032 0.096
H -2.446 2.467 -0.781 -0.004 -0.037 0.094
H -2.928 2.501 0.922 0.031 0.004 -0.032
H -3.439 4.654 -0.141 0.020 0.029 -0.047
H -4.354 3.844 -1.422 0.032 0.029 -0.073
H -5.081 3.859 1.540 0.004 0.065 0.077
H -5.929 4.724 0.259 -0.006 0.018 0.084
H -7.065 2.555 0.787 -0.059 -0.034 -0.022
H -6.463 2.612 -0.874 -0.063 -0.015 -0.035
H -5.956 0.469 0.006 0.016 0.081 0.055
H -4.694 0.043 2.051 0.065 -0.097 0.097
H -4.498 1.770 2.358 0.061 0.053 0.118
H -6.100 1.036 2.415 -0.090 -0.012 0.094
H 1.073 -4.876 2.631 -0.045 -0.010 -0.026
H 2.685 -4.484 1.980 0.070 -0.022 0.047
H 1.832 -3.296 2.953 0.043 0.004 0.075
H 4.975 -1.097 1.615 0.019 -0.057 0.091
H 6.978 0.336 1.797 0.071 -0.008 0.092

---

# 3
9
Properties=species:S:1:pos:R:3:forces:R:3 method="wB97M-V/def2-TZVPD" smiles="[H]/N=N/[C@H](Cl)C(=O)[O-]" e_homo_ev=-4.38 de_lowest_ev=0.488 max_force_ha_per_bohr=0.0973 charge=-1 e_tot_ev=-21703.6931 gap_ev=8.206
H 0.297 2.231 0.828 0.231 -3.100 -0.366
N 0.379 1.216 0.334 -1.258 -0.097 0.769
N -0.151 0.293 1.032 0.217 3.813 -0.431
C -0.281 -1.000 0.563 0.016 -1.728 0.222
Cl -1.550 -1.807 1.689 0.378 0.214 -0.377
C 1.191 -1.774 0.759 -1.910 0.094 -4.623
O 1.684 -1.670 1.811 1.951 0.166 4.532
O 1.535 -2.239 -0.338 0.020 -0.277 -0.067
H -0.665 -1.289 -0.429 0.355 0.916 0.341

---

Look up the charge of the first one. 0